{"formula": "C5H10N2O", "method": "wB97M-V/def2-TZVPD", "symbols": ["C", "C", "C", "C", "C", "H", "H", "H", "H", "H", "H", "H", "H", "H", "H", "N", "N", "O"], "coordinates": [[1.572875, -0.170381, -0.332901], [0.790078, 1.119277, 0.001837], [-0.695216, 1.056607, -0.122421], [-1.677607, -1.176777, 0.516287], [-2.658809, -0.381694, -0.234941], [3.463854, 0.372231, 0.640424], [3.449354, -0.755891, -0.636290], [0.989515, -0.978319, 0.051546], [1.529106, -0.407720, -1.410454], [1.055571, 1.423175, 1.024477], [1.153676, 1.937385, -0.556922], [-1.306184, -0.745622, 1.504756], [-1.458654, -2.224162, 0.442657], [-3.292045, 0.320711, 0.338788], [-3.272946, -0.927359, -1.045957], [2.922456, -0.367464, 0.164867], [-1.300994, -0.182609, -0.486015], [-1.264033, 2.088619, 0.140261]], "forces_ev_per_a": [[-0.958, 0.044, -0.398], [1.812, -1.823, 0.592], [0.274, -0.011, 0.829], [1.724, 1.519, 2.568], [-3.570, -1.033, -0.326], [-0.913, -0.372, -0.769], [0.049, 0.584, 1.192], [-0.564, -0.621, 0.594], [0.146, 0.623, 0.141], [-0.416, -0.250, 0.047], [0.194, 1.006, -0.981], [-1.247, -0.952, -0.842], [0.082, -0.271, -0.740], [0.763, -0.057, -0.472], [1.220, 0.949, 1.216], [1.353, -0.081, -0.703], [1.274, 1.196, -1.418], [-1.222, -0.450, -0.531]], "total_energy_ha": -381.1938, "largest_force_ev_per_a": 3.731, "total_charge": 0, "relative_energy_ev": 2.493, "homo_ha": -0.332, "smiles": "NCCC(=O)N1CC1"}


{"formula": "C37H17F18OSi", "method": "wB97M-V/def2-TZVPD", "symbols": ["F", "C", "C", "F", "C", "F", "C", "Si", "C", "C", "F", "C", "F", "C", "F", "C", "F", "C", "F", "C", "C", "F", "C", "F", "C", "F", "C", "F", "C", "F", "O", "C", "C", "C", "C", "C", "C", "F", "C", "F", "H", "H", "H", "H", "H", "H", "H", "F", "C", "F", "F", "C", "C", "C", "C", "C", "C", "C", "C", "C", "C", "C", "C", "C", "H", "H", "H", "H", "H", "H", "H", "H", "H", "H"], "coordinates": [[5.123693, -2.631340, 0.604565], [4.454617, -1.470957, 0.459005], [3.894312, -0.850814, 1.580154], [4.102904, -1.375646, 2.808479], [3.102689, 0.286924, 1.414893], [2.635149, 0.922088, 2.518256], [2.788519, 0.802266, 0.148645], [1.552738, 2.144886, -0.237485], [0.281732, 2.466916, 1.093578], [-0.101288, 3.749258, 1.501333], [0.658452, 4.832066, 1.175842], [-1.248010, 3.968222, 2.257882], [-1.632619, 5.226098, 2.539869], [-2.029810, 2.898637, 2.693449], [-3.181264, 3.121503, 3.354919], [-1.592850, 1.605636, 2.424393], [-2.306924, 0.557980, 2.886773], [-0.444912, 1.417319, 1.661916], [0.008554, 0.137749, 1.482176], [2.509216, 3.700529, -0.705191], [3.641181, 4.110812, 0.004473], [3.988504, 3.428537, 1.128025], [4.427201, 5.198802, -0.365336], [5.518143, 5.533206, 0.349192], [4.063346, 5.955493, -1.477947], [4.838279, 6.971810, -1.897045], [2.904208, 5.620799, -2.174195], [2.521545, 6.358705, -3.233315], [2.151373, 4.516973, -1.778890], [1.002904, 4.260837, -2.458785], [0.730975, 1.629702, -1.606647], [-0.210860, 0.940432, -2.203495], [-0.914620, -0.140230, -1.724948], [-1.863611, -0.618677, -2.768207], [-1.843924, 0.462779, -3.870999], [-0.613076, 1.337534, -3.598759], [3.492113, 0.241287, -0.916487], [3.401202, 0.818468, -2.147985], [4.286736, -0.893305, -0.799121], [4.818128, -1.455180, -1.906076], [-0.858411, -0.480818, -0.694622], [-1.549938, -1.583845, -3.196262], [-2.893296, -0.762642, -2.420293], [-1.879062, 0.049662, -4.883687], [-2.735837, 1.089375, -3.758014], [-0.873117, 2.404491, -3.626889], [0.195603, 1.173622, -4.330643], [-6.786202, -2.234569, 2.227746], [-5.938415, -1.196641, 1.917430], [-6.632702, -0.350586, 1.100570], [-5.701338, -0.515067, 3.078917], [-4.654962, -1.670793, 1.288251], [-4.559217, -1.830599, -0.094781], [-3.379729, -2.333479, -0.629268], [-2.196698, -2.446968, 0.161862], [-0.886964, -2.806681, -0.356693], [-0.190200, -3.923842, 0.213702], [1.236265, -3.973806, 0.230555], [1.895911, -4.985157, 0.926428], [1.186099, -6.052422, 1.513400], [-0.214585, -6.072950, 1.416857], [-0.894309, -5.024813, 0.804766], [-2.371346, -2.341882, 1.570755], [-3.577537, -1.971007, 2.132231], [-5.390925, -1.555094, -0.759174], [-3.359919, -2.672803, -1.670511], [-0.432936, -2.326871, -1.225756], [1.777027, -3.167828, -0.269473], [2.985248, -4.939901, 1.015048], [1.715177, -6.854922, 2.040765], [-0.769578, -6.908028, 1.852106], [-1.986356, -5.045597, 0.773654], [-1.524193, -2.583019, 2.220270], [-3.668195, -1.892645, 3.213860]], "forces_ev_per_a": [[-0.354, 0.865, -0.142], [0.000, -0.243, 0.069], [-0.059, -0.041, 0.465], [-0.128, 0.380, -0.888], [-0.200, 0.202, 0.083], [0.163, -0.686, -0.718], [0.782, -0.369, 0.385], [-0.289, 0.086, -1.085], [-0.102, 0.012, 0.708], [0.353, 0.303, -0.199], [-0.914, -0.929, 0.128], [-0.323, 0.760, 0.117], [0.255, -0.802, -0.093], [-0.264, 0.318, 0.048], [1.115, -0.277, -0.502], [-0.179, -0.374, 0.064], [0.466, 0.477, -0.211], [0.068, -0.169, -0.055], [-0.533, 0.633, -0.092], [-0.004, 0.312, -0.131], [0.055, -0.225, 0.254], [-0.118, 0.306, -0.641], [0.277, 0.084, 0.338], [-0.674, -0.246, -0.460], [0.311, 0.146, -0.257], [-0.713, -0.762, 0.445], [-0.217, 0.177, -0.433], [0.246, -0.448, 0.647], [-0.395, -0.026, -0.184], [0.817, 0.232, 0.329], [1.683, 1.282, 1.554], [-1.725, -2.038, 0.213], [1.051, 2.289, -0.302], [-0.547, -0.549, -0.515], [-0.266, 0.304, 0.016], [0.152, 0.111, -0.260], [-0.173, 0.262, -0.603], [-0.063, -0.623, 0.906], [0.081, -0.345, -0.440], [-0.216, 0.332, 0.887], [0.068, 0.317, -0.338], [-0.037, -0.049, 0.073], [0.288, 0.143, -0.002], [0.112, 0.028, 0.238], [0.101, -0.164, -0.043], [0.244, -0.204, -0.011], [-0.124, 0.075, 0.354], [1.080, 0.998, -0.404], [-1.522, 0.638, 0.735], [0.712, -0.836, 0.571], [-0.151, -0.709, -1.041], [0.347, 0.069, 0.266], [0.049, -0.257, -0.016], [0.695, 0.458, -0.418], [-1.062, -0.621, 0.158], [-0.271, -2.152, 0.583], [-0.002, 0.151, 0.205], [-0.108, -0.233, 0.048], [0.178, 0.243, -0.181], [-0.245, 0.632, -0.300], [-0.033, 0.086, -0.070], [-0.052, 0.151, 0.491], [0.691, -0.446, -0.146], [-0.229, -0.003, -0.364], [0.318, -0.454, 0.449], [0.076, 0.484, 0.389], [-0.197, 0.102, 0.283], [0.039, -0.242, 0.250], [-0.404, -0.095, -0.107], [-0.205, 0.396, -0.278], [0.139, 0.337, -0.228], [0.370, 0.045, -0.066], [-0.234, 0.366, -0.222], [-0.050, 0.029, -0.306]], "total_energy_ha": -3582.1550, "largest_force_ev_per_a": 2.678, "total_charge": 1, "relative_energy_ev": 0.000, "homo_ha": -0.414}


{"formula": "C9H17N3O4S", "method": "wB97M-V/def2-TZVPD", "symbols": ["C", "C", "C", "C", "C", "C", "C", "C", "C", "H", "H", "H", "H", "H", "H", "H", "H", "H", "H", "H", "H", "H", "H", "H", "H", "H", "N", "N", "N", "O", "O", "O", "O", "S"], "coordinates": [[2.635472, 0.518900, 0.510605], [1.294122, 1.086498, -0.006260], [3.095993, -0.469987, -0.614880], [4.658606, -1.020364, -0.265842], [-1.132126, 0.701762, -0.358474], [-1.904372, 1.841212, 0.146003], [-2.087008, -0.429103, -0.341547], [-3.479794, -0.222643, -0.984632], [-5.344648, -1.419714, 1.030898], [3.383988, -0.768421, 2.166223], [1.755958, 0.290703, 2.351101], [3.476880, 1.436210, 0.449363], [2.613948, -1.659620, -0.561127], [3.157472, -0.155903, -1.676189], [5.483236, 0.231460, -1.757996], [6.661388, -0.738229, -1.033419], [0.015077, -0.380970, 0.992380], [-0.955811, 0.942304, -1.400490], [-1.671385, -1.322234, -0.890120], [-2.309600, -0.664091, 0.680987], [-3.996316, 0.822550, -0.646947], [-3.703628, -0.117024, -2.159058], [-4.602920, -1.606746, 1.722951], [-5.586326, -0.380288, 1.193608], [-6.055738, -2.123668, 1.363066], [-0.765375, 2.734448, -0.450751], [2.538682, -0.330433, 1.584606], [5.556958, -1.010342, -1.281727], [0.188157, 0.332493, 0.206260], [1.178728, 2.224739, -0.659615], [5.061612, -1.314243, 0.839770], [-2.966046, 1.667669, 0.764643], [-1.625249, 3.105840, -0.248471], [-4.569928, -1.802760, -0.664920]], "forces_ev_per_a": [[2.861, 1.300, -4.078], [-0.796, 3.724, -1.348], [2.475, -4.567, -0.497], [-0.941, 2.056, 1.809], [1.530, -0.353, -1.751], [-5.803, 2.295, 3.267], [-0.872, -2.316, -1.696], [-3.257, 1.475, -1.579], [1.208, 0.517, -1.681], [-2.139, 1.893, -2.301], [3.512, -2.747, -2.243], [-2.270, -1.999, 0.543], [0.489, 3.844, -0.100], [-0.401, 0.114, 0.758], [-0.512, -4.950, 1.151], [-3.780, -2.063, 0.221], [1.507, 1.367, -1.717], [0.337, 0.156, -0.439], [-0.024, 0.790, 0.875], [-0.014, -0.492, 0.601], [0.891, -3.199, -0.412], [1.642, -0.570, 2.305], [2.078, -0.254, 1.459], [-0.596, 0.179, -0.538], [-1.482, -0.639, -0.531], [2.641, 2.448, -1.525], [-3.220, 0.921, 7.578], [4.170, 7.134, -3.908], [-1.923, -0.932, 1.784], [0.591, -4.711, 2.457], [-1.135, -0.442, 0.363], [2.623, 0.405, -0.266], [0.743, -2.412, 0.426], [-0.130, 2.026, 1.009]], "total_energy_ha": -1216.3326, "largest_force_ev_per_a": 9.140, "total_charge": 0, "relative_energy_ev": 8.095, "homo_ha": -0.319}


{"formula": "C14H29ClI2P3Pr", "method": "wB97M-V/def2-TZVPD", "symbols": ["I", "I", "Pr", "P", "C", "C", "H", "H", "H", "H", "H", "H", "C", "H", "H", "H", "P", "C", "C", "H", "H", "H", "C", "H", "H", "H", "H", "H", "H", "Cl", "C", "P", "C", "C", "C", "C", "C", "C", "C", "H", "H", "H", "H", "H", "H", "H", "H", "H", "H", "H"], "coordinates": [[-2.297009, 3.425074, 0.984791], [-4.603012, 3.541013, -1.165302], [-1.923443, 1.103838, -0.811790], [0.175932, 2.090573, -2.863282], [0.065100, 3.846073, -3.334233], [1.960944, 1.881180, -2.713196], [2.452251, 2.196697, -3.630428], [0.712033, 1.860027, -5.267456], [2.208851, 0.845368, -2.453408], [0.004435, 0.331923, -4.583154], [0.158880, 4.440521, -2.426027], [2.307668, 2.467019, -1.861491], [-0.046253, 1.427116, -4.599660], [0.815512, 4.113481, -4.072725], [-1.040620, 1.711459, -4.958413], [-0.941964, 4.054880, -3.704091], [-3.469686, -1.091370, 1.301687], [-4.964422, -0.404158, 2.079768], [-4.348019, -2.417123, 0.335570], [-2.171276, -2.885028, 2.286738], [-3.748518, -2.684323, 3.110815], [-2.354939, -1.571942, 3.382530], [-2.906444, -2.171553, 2.659001], [-3.624676, -2.948861, -0.294453], [-4.859431, -3.119904, 1.006044], [-5.489519, -1.154431, 2.667099], [-5.614024, -0.011627, 1.293108], [-5.081217, -1.944474, -0.325646], [-4.670000, 0.459073, 2.680309], [-1.346783, -1.118819, -2.076647], [0.518885, -1.868799, 0.850449], [1.110133, -0.156056, 0.426263], [0.590824, 0.689468, 1.910962], [2.968068, -0.531133, 0.907911], [3.241396, -1.157275, 2.125876], [4.543372, -1.579792, 2.451249], [5.589074, -1.371768, 1.568874], [5.354081, -0.621686, 0.408479], [4.077089, -0.208706, 0.076940], [-0.418245, -2.125288, 0.314872], [0.444959, -1.880628, 1.938338], [1.290599, -2.600340, 0.660091], [0.855744, 0.002439, 2.762758], [1.199744, 1.594307, 2.084213], [-0.505347, 0.961363, 1.946470], [2.445982, -1.490245, 2.804010], [4.693947, -2.056521, 3.412101], [6.591428, -1.753605, 1.814196], [6.193276, -0.391782, -0.232311], [3.854640, 0.274343, -0.877800]], "forces_ev_per_a": [[-1.897, 1.472, -0.511], [1.882, -0.240, 1.613], [1.393, -3.395, -1.607], [-0.126, 0.061, -1.955], [-0.621, 0.195, 0.914], [0.218, -0.444, 1.129], [0.013, -0.008, 0.005], [-0.172, -0.155, 0.330], [-0.087, 0.114, -0.352], [0.111, 0.249, -0.159], [0.324, 0.310, -0.095], [0.163, 0.193, -0.088], [-0.499, -0.399, 0.759], [0.011, 0.058, -0.001], [0.134, -0.053, -0.029], [0.125, -0.034, -0.238], [-1.108, -1.145, -0.306], [0.273, 1.048, -0.243], [0.574, 0.439, -0.596], [-0.162, -0.168, -0.102], [-0.070, 0.017, 0.038], [-0.218, -0.035, 0.331], [1.335, 0.564, -0.089], [-0.224, -0.042, 0.152], [0.191, 0.274, -0.097], [-0.001, 0.078, 0.025], [-0.120, -0.137, 0.076], [0.042, -0.151, 0.050], [-0.235, -0.146, 0.333], [-0.674, 1.227, 0.500], [-0.510, 0.394, -0.153], [1.805, -1.396, -0.425], [0.003, 0.369, 2.052], [0.003, 0.805, -0.394], [-0.087, -0.661, -0.033], [-0.636, 0.277, -0.143], [0.183, 0.390, 0.146], [0.269, -0.400, 0.262], [-1.536, -0.223, -0.026], [0.548, 0.012, 0.579], [-0.582, -0.135, -0.019], [0.123, -0.142, -0.608], [-0.710, 0.867, -0.460], [-0.403, -0.160, -0.236], [0.829, -0.368, 0.101], [0.263, 0.413, -0.197], [0.084, -0.143, -0.147], [-0.536, 0.330, -0.228], [-0.073, 0.007, -0.169], [0.388, 0.017, 0.309]], "total_energy_ha": -3146.9698, "largest_force_ev_per_a": 4.006, "total_charge": 2, "homo_ha": [-0.509, -0.509], "spin_multiplicity": 3, "s2": 2.006}


{"formula": "C3H5N3S", "method": "wB97M-V/def2-TZVPD", "symbols": ["C", "C", "C", "H", "H", "H", "H", "H", "N", "N", "N", "S"], "coordinates": [[1.374959, -0.931545, 0.100656], [1.359852, 0.448208, 0.032798], [-0.021945, 0.908270, -0.178656], [-2.266801, -0.067162, 1.313600], [-0.050678, -2.158186, -0.762012], [2.219933, -1.564592, 0.344942], [2.197696, 1.119506, 0.098853], [-1.388996, 2.214635, -0.440307], [-0.732734, -0.307549, -0.371071], [0.094631, -1.407582, -0.109816], [-0.422037, 2.118203, -0.033753], [-2.363884, -0.372201, 0.004771]], "forces_ev_per_a": [[-0.226, 2.762, -0.351], [-0.076, -1.664, 0.125], [1.365, -0.186, 0.653], [-0.055, -0.026, 0.123], [0.080, -0.207, -0.172], [-0.317, -0.159, -0.368], [-0.004, -0.024, 0.316], [0.906, -0.108, 0.984], [-0.291, 0.916, -0.658], [-0.033, -0.479, 0.931], [-1.199, -0.614, -1.537], [-0.149, -0.211, -0.046]], "total_energy_ha": -679.6979, "largest_force_ev_per_a": 2.794, "total_charge": 0, "relative_energy_ev": 2.375, "homo_ha": -0.302, "smiles": "[H]/N=c1/cc[nH]n1S"}


{"formula": "C5H6O", "method": "wB97M-V/def2-TZVPD", "symbols": ["C", "C", "C", "O", "C", "C", "H", "H", "H", "H", "H", "H"], "coordinates": [[-0.039853, 1.411716, 0.319465], [-0.260704, -0.103889, 0.567285], [-1.394094, -0.865958, -0.119096], [-1.221591, -1.275359, -1.238564], [0.894885, -0.728414, -0.128370], [1.807917, -1.029447, -0.852753], [0.792258, 1.697627, 0.972740], [0.296688, 1.553306, -0.709158], [-0.882925, 2.075898, 0.528791], [-0.356403, -0.245149, 1.659337], [-2.290879, -1.187964, 0.442113], [2.654703, -1.302370, -1.441793]], "forces_ev_per_a": [[-0.075, 0.114, -0.050], [0.426, -0.209, -0.309], [-0.030, -0.211, -0.672], [-1.003, 0.129, 0.095], [1.121, 0.243, 0.619], [-0.190, 0.061, 0.631], [-0.187, 0.053, -0.163], [-0.218, 0.081, 0.097], [-0.074, -0.321, 0.054], [0.421, -0.339, -0.474], [-0.001, 0.440, 0.139], [-0.192, -0.039, 0.034]], "total_energy_ha": -269.2533, "largest_force_ev_per_a": 1.304, "total_charge": 0, "relative_energy_ev": 2.529, "homo_ha": -0.365, "smiles": "C#C[C@@H](C)C=O"}